Run A
The following is a DFT calculation (ωB97M-V with the def2-TZVPD basis set) of a cluster of 2 separate species, C4H12BN in total.

```
18
Properties=species:S:1:pos:R:3:nbo_charge:R:1
B 1.19 0.25 0.34 1.108
C 1.73 -1.12 -0.15 -1.117
C 1.83 1.60 0.61 -1.121
C -1.79 -0.95 -0.65 -0.612
C -1.93 0.22 0.38 -0.214
N -0.93 0.24 1.37 -0.837
H 1.24 -1.67 -0.90 0.272
H 1.71 -1.81 0.71 0.276
H 2.75 -0.93 -0.44 0.237
H 1.35 2.32 1.29 0.274
H 2.24 2.15 -0.13 0.259
H 2.70 1.27 1.20 0.262
H -2.62 -0.99 -1.30 0.201
H -0.89 -0.92 -1.17 0.184
H -1.83 -1.96 -0.11 0.179
H -1.88 1.11 -0.38 0.154
H -2.89 0.20 0.82 0.177
H -0.71 -0.78 1.68 0.319
```

Properties
LUMO in Eh: 0.0123
Orbital gap in Ha: 0.2926
HOMO energy in Ha: -0.2803
Charge: 0

---

Run B
The following is a DFT calculation (ωB97M-V with the def2-TZVPD basis set) of an isolated molecule of C4H12BN.

```
18
Properties=species:S:1:pos:R:3:nbo_charge:R:1
B -0.12 1.85 0.18 0.383
C -2.38 -0.24 0.18 -0.636
C 2.06 -0.80 0.45 -0.596
C -1.05 -0.66 -0.50 -0.145
C 1.54 0.33 -0.53 -0.201
N 0.09 0.60 -0.32 -0.675
H -1.21 2.31 0.31 -0.095
H 0.81 2.61 0.56 -0.082
H -2.87 -1.21 0.26 0.221
H -2.16 0.19 1.10 0.226
H -2.86 0.59 -0.27 0.230
H 1.98 -0.50 1.41 0.201
H 1.45 -1.80 0.38 0.183
H 3.04 -0.89 0.36 0.202
H -0.49 -1.53 -0.09 0.198
H -1.05 -0.79 -1.53 0.191
H 2.22 1.15 -0.33 0.216
H 1.68 -0.01 -1.52 0.178
```

Properties
LUMO in Eh: 0.0343
Orbital gap in Ha: 0.3832
HOMO energy in Ha: -0.3490
Charge: 0

---

Stability ranking, top entry: run B; the second entry is 0.0692 hartree less favorable.